1.
C46H57F15N8O8S4V as an isolated structure in a non-equilibrium geometry. Source: the OMol25 dataset; level of theory: the ωB97M-V functional and the def2-TZVPD basis.

The value obtained for the gap between HOMO and LUMO (spin up / spin down) is 4.939 / 6.047 eV. For the HOMO energy (spin up / spin down), the calculation gives -10.66 / -10.66 eV. The value obtained for the relative energy (zero: lowest compared OMol25 entry of this formula, charge and spin) is 0.0 kcal per mole.

```
! RIJCOSX wB97M-V def2-TZVPD def2/J DEFGRID3
* xyz 1 3
V -0.4449 -2.1877 -2.8816
C -2.3260 1.8341 -1.7135
F -3.2729 2.0224 -2.6232
F -1.9220 3.0206 -1.2767
F -2.7976 1.1410 -0.6968
S -0.8250 1.0683 -2.6334
O -1.2909 0.7173 -3.9598
O 0.1912 2.0694 -2.5171
N -0.3529 -0.4595 -1.8781
S 0.3422 -0.1027 -0.4412
O -0.2463 0.9807 0.2905
O 0.3929 -1.3646 0.2895
C 2.1448 0.4203 -0.8486
F 2.3813 0.4280 -2.1603
F 2.3411 1.6580 -0.4266
F 2.9833 -0.3898 -0.2294
C -5.0041 -1.1132 -2.7807
F -6.0958 -1.8105 -2.9738
F -4.6287 -0.5619 -3.9437
F -5.1585 -0.1963 -1.8631
S -3.5736 -2.2906 -2.2087
O -2.9306 -1.6021 -1.1324
O -4.1316 -3.5786 -1.9395
N -2.3354 -2.4083 -3.5140
S -3.0140 -3.1888 -4.7835
O -2.2253 -4.3461 -5.1069
O -4.4418 -3.3511 -4.7192
C -2.7435 -2.0175 -6.2412
F -3.8360 -1.3767 -6.5749
F -1.8078 -1.1119 -5.9245
F -2.3011 -2.7286 -7.2555
C 2.0080 -3.9566 2.5213
C 1.2658 -3.1049 3.5537
C 2.1316 -1.9321 4.0816
C 2.0794 -0.7633 3.2110
N 2.0305 0.1629 2.5371
H 2.4430 -3.3837 1.7011
H 1.2819 -4.6070 2.0188
H 2.7296 -4.6386 2.9709
H 0.9605 -3.7386 4.3866
H 0.3299 -2.7789 3.0976
H 3.1604 -2.2857 4.1394
H 1.7304 -1.7301 5.0731
C 3.8128 0.7614 -5.6413
C 2.6551 1.0950 -6.5861
C 1.5918 0.0015 -6.6630
C 1.0954 -0.5838 -5.4077
N 0.7275 -1.0468 -4.4286
H 4.3410 1.6848 -5.4106
H 4.4806 0.0792 -6.1718
H 3.5109 0.3276 -4.6885
H 2.9888 1.3384 -7.5901
H 2.1571 1.9632 -6.1463
H 1.9290 -0.8859 -7.2102
H 0.6656 0.3404 -7.1382
C -3.7319 2.8270 2.4558
C -4.2815 1.4267 2.3260
C -4.9322 0.8787 3.6035
C -5.5031 -0.4359 3.3558
N -5.9543 -1.4713 3.1662
H -4.4858 3.5420 2.7864
H -3.2293 3.1980 1.5640
H -2.9518 2.8132 3.2247
H -3.5593 0.7327 1.8996
H -5.0526 1.4464 1.5450
H -5.6940 1.5866 3.9381
H -4.2109 0.8750 4.4249
C 6.1619 0.3452 3.0087
C 5.5091 0.2860 1.6279
C 6.3943 0.9623 0.5435
C 5.8413 0.8585 -0.8070
N 5.4341 0.8193 -1.8811
H 7.1301 -0.1490 2.9911
H 5.4114 -0.0198 3.7103
H 6.2813 1.3934 3.2983
H 4.5549 0.8100 1.6395
H 5.4495 -0.7752 1.3770
H 7.3433 0.4191 0.5908
H 6.6641 2.0043 0.7212
C -3.2196 -6.1876 0.4817
C -3.0034 -4.9155 1.2878
C -1.6166 -4.2887 1.2774
C -1.1476 -3.8752 -0.0459
N -0.8972 -3.5330 -1.1061
H -3.2488 -5.9506 -0.5889
H -4.1948 -6.6286 0.6686
H -2.3923 -6.8958 0.5528
H -3.2080 -5.0898 2.3461
H -3.7290 -4.1717 0.9524
H -0.8481 -4.9843 1.6333
H -1.5939 -3.4265 1.9457
C 5.2503 -2.3958 -3.3717
C 5.2143 -2.5551 -1.8576
C 4.0323 -3.4163 -1.3840
C 2.7176 -2.8850 -1.7384
N 1.7064 -2.4571 -2.0503
H 5.1358 -3.3382 -3.9149
H 6.1807 -1.9774 -3.7553
H 4.4690 -1.6998 -3.6847
H 5.1346 -1.5351 -1.4774
H 6.1217 -2.9958 -1.4484
H 4.0301 -3.6490 -0.3196
H 4.0678 -4.3739 -1.9156
F 5.7183 5.2900 1.2016
C 4.8759 4.6721 2.0533
C 3.8035 3.9242 1.5875
C 3.0180 3.2453 2.5100
C 3.3127 3.3141 3.8678
C 4.3419 4.1188 4.3235
C 5.1781 4.7528 3.4072
H 3.5932 3.8483 0.5282
H 2.1587 2.6944 2.1572
H 2.6010 2.7499 4.4600
H 4.5517 4.1931 5.3820
H 5.9154 5.4470 3.7862
F -0.1985 2.7449 4.6406
C -0.6306 1.4775 4.5571
C -1.0035 0.9971 3.3121
C -1.5372 -0.2756 3.1615
C -1.5654 -1.1000 4.2970
C -1.2033 -0.6142 5.5269
C -0.6956 0.6841 5.6745
H -1.0013 1.6658 2.4618
H -1.8043 -0.6530 2.1848
H -1.8802 -2.1329 4.1965
H -1.2238 -1.2051 6.4339
H -0.4178 1.0799 6.6420
F -6.8171 7.7131 1.1718
C -6.5297 6.6443 0.4116
C -7.5258 6.0447 -0.3374
C -7.1863 4.9151 -1.0774
C -5.9066 4.3743 -1.0408
C -4.9295 5.0210 -0.2894
C -5.2343 6.1695 0.4222
H -8.5382 6.4152 -0.2659
H -7.9448 4.4133 -1.6645
H -5.6322 3.4868 -1.5939
H -3.9352 4.5986 -0.2288
H -4.4543 6.6464 1.0004
*
```

=====

2.
A 2-piece molecular cluster, C32H39BN2O5 overall in a non-equilibrium geometry. Source: the OMol25 dataset; level of theory: the ωB97M-V functional and the def2-TZVPD basis.

The value obtained for the gap between HOMO and LUMO is 5.679 eV. For the HOMO energy, the calculation gives -7.08 eV.

```
! RIJCOSX wB97M-V def2-TZVPD def2/J DEFGRID3
* xyz 0 1
C 5.8767 -0.5455 -0.9809
C 4.8747 0.3731 -1.4774
C 4.9701 1.3122 -2.4888
C 3.6856 1.8784 -2.6141
C 2.8225 1.2428 -1.6971
B 1.5522 2.1496 -1.0417
O 0.7918 1.4794 0.0060
C -0.3395 2.2814 0.3018
C -0.2203 3.6581 -0.4107
C -1.3116 4.6178 0.0170
C -0.2626 3.3708 -1.9323
O 0.7794 2.4885 -2.2562
C 1.2049 4.2141 -0.0661
O 2.2345 3.3505 -0.4990
O 3.6106 0.3772 -0.9388
H 6.8027 0.0030 -0.7698
H 5.5384 -1.0696 -0.0850
H 6.1209 -1.2773 -1.7625
H 5.8663 1.5842 -3.0465
H 3.3960 2.6422 -3.3340
H -1.2737 1.7841 -0.0319
H -0.4025 2.4282 1.3937
H -1.1177 5.6096 -0.4140
H -2.2971 4.2767 -0.3302
H -1.3395 4.7010 1.1138
H -1.2408 2.9349 -2.2021
H -0.1335 4.3063 -2.5029
H 1.3615 5.1930 -0.5514
H 1.2669 4.3416 1.0310
C -4.4665 -2.7203 1.3940
N -3.0798 -2.3001 1.4499
C -2.4104 -2.1468 2.6350
O -2.8468 -2.4696 3.7370
C -1.0500 -1.5139 2.3014
C 0.1182 -2.2789 2.9337
C 0.0650 -2.3377 4.4528
C 0.3373 -3.5398 5.1197
C 0.1535 -3.6443 6.5041
C -0.2757 -2.5309 7.2402
C -0.4634 -1.3055 6.5876
C -0.2603 -1.2032 5.2060
N -1.0606 -1.5059 0.8298
C 0.0037 -1.1573 0.0700
C -0.1085 -0.7297 -1.2536
C 0.8950 -0.4023 -2.1701
C 0.5096 -0.0587 -3.5374
C 1.3215 0.7445 -4.3591
C 0.9419 1.1733 -5.6202
C -0.3167 0.8232 -6.1199
C -1.1315 -0.0313 -5.3713
C -0.7150 -0.4823 -4.1194
C -2.4265 -1.7000 0.2989
C -2.5064 -2.6994 -0.8738
C -3.1175 -0.3673 -0.0367
H -4.8519 -2.8752 2.4055
H -5.0621 -1.9403 0.9045
H -4.5603 -3.6512 0.8170
H -1.0731 -0.4739 2.6960
H 0.0998 -3.3068 2.5351
H 1.0617 -1.8068 2.6152
H 0.6477 -4.4061 4.5292
H 0.3224 -4.6020 7.0031
H -0.4768 -2.6199 8.3105
H -0.7954 -0.4242 7.1417
H -0.4000 -0.2446 4.7017
H 0.9797 -1.1836 0.5653
H -1.1353 -0.5949 -1.5960
H 1.9184 -0.7143 -1.9520
H 2.2943 1.0262 -3.9836
H 1.6199 1.8006 -6.2054
H -0.6329 1.2029 -7.0913
H -2.0935 -0.3608 -5.7611
H -1.3249 -1.1918 -3.5630
H -2.3054 -3.7136 -0.4991
H -3.5160 -2.6507 -1.3055
H -1.7748 -2.4678 -1.6474
H -3.1016 0.2885 0.8473
H -2.6095 0.1466 -0.8560
H -4.1575 -0.5584 -0.3401
*
```

=====

3.
An isolated molecule of C15H17NO4S. Source: the OMol25 dataset; level of theory: the ωB97M-V functional and the def2-TZVPD basis.

The value obtained for the gap between HOMO and LUMO is 8.911 eV. For the HOMO energy, the calculation gives -8.42 eV. Its SMILES is COc1ccc(CNS(=O)(=O)c2ccc(OC)cc2)cc1. The value obtained for the relative energy (zero: lowest compared OMol25 entry of this formula, charge and spin) is 66.6 kcal per mole.

```
! RIJCOSX wB97M-V def2-TZVPD def2/J DEFGRID3
* xyz 0 1
C 3.7431 -2.4015 1.4496
H 4.7638 -2.7802 1.4248
O 3.1653 -2.7838 0.2262
C 1.8720 -2.4368 -0.0218
C 1.3577 -2.8408 -1.2562
C 0.0606 -2.5432 -1.6050
C -0.7586 -1.8276 -0.7372
C -0.2476 -1.4305 0.4864
C 1.0549 -1.7315 0.8525
H 1.4153 -1.4058 1.8158
H -0.8708 -0.8764 1.1751
C -2.1692 -1.4937 -1.1330
N -2.1958 -0.8681 -2.4418
S -1.1643 0.4104 -2.7712
O -1.8621 1.1855 -3.7575
O 0.1354 -0.0888 -3.0969
C -1.0513 1.3376 -1.2470
C 0.1574 1.4121 -0.5888
C 0.2555 2.1097 0.6031
C -0.8740 2.7282 1.1370
C -2.0932 2.6478 0.4537
C -2.1783 1.9575 -0.7363
H -3.1063 1.9060 -1.2844
H -2.9514 3.1413 0.8811
O -0.8995 3.4249 2.2985
C 0.2953 3.5730 3.0309
H 0.0321 4.1702 3.9022
H 1.0593 4.0978 2.4497
H 0.6864 2.6055 3.3604
H 1.2085 2.1640 1.1039
H 1.0106 0.9180 -1.0249
H -3.1229 -0.6300 -2.7588
H -2.7635 -2.4131 -1.2002
H -2.6232 -0.8480 -0.3646
H -0.3267 -2.8483 -2.5632
H 2.0045 -3.3851 -1.9251
H 3.2151 -2.8439 2.3009
H 3.7656 -1.3125 1.5620
*
```

=====

4.
A 5-piece molecular cluster, C15H30O15 overall in a non-equilibrium geometry. Source: the OMol25 dataset; level of theory: the ωB97M-V functional and the def2-TZVPD basis.

The value obtained for the gap between HOMO and LUMO is 10.346 eV. For the HOMO energy, the calculation gives -9.84 eV. Its SMILES is COC(=O)OC.COC(=O)OC.COC(=O)OC.COC(=O)OC.COC(=O)OC. The value obtained for the relative energy (zero: lowest compared OMol25 entry of this formula, charge and spin) is 192.6 kcal per mole.

```
! RIJCOSX wB97M-V def2-TZVPD def2/J DEFGRID3
* xyz 0 1
C 7.0350 47.4610 41.1710
O 5.6670 47.7420 41.2880
C 5.1030 48.3160 42.4210
O 5.7320 48.5820 43.3530
O 3.7750 48.5970 42.2330
C 3.1110 49.1420 43.3000
H 7.0740 47.0050 40.0560
H 7.6260 46.8940 41.8800
H 7.5760 48.4620 40.9980
H 3.3760 50.0650 43.8450
H 3.0150 48.2240 44.0870
H 2.0210 49.1200 43.0010
C 11.9640 48.6160 43.7040
O 11.6360 47.3360 44.0250
C 10.7180 46.7230 43.2670
O 10.0450 47.2860 42.4470
O 10.4460 45.4240 43.5940
C 9.3770 44.7890 43.1070
H 12.1460 48.7350 42.7300
H 13.0200 49.1160 44.0900
H 11.2600 49.5010 44.0470
H 9.2000 44.9840 42.0600
H 8.4240 45.2400 43.6070
H 9.3430 43.7610 43.2710
C 8.8630 49.3790 45.2020
O 9.4720 50.5520 45.8910
C 9.4610 50.7430 47.1110
O 8.8100 50.0510 47.9810
O 10.0590 51.7810 47.4360
C 9.9670 52.3410 48.6970
H 8.6880 49.3380 44.0730
H 7.6990 49.3190 45.4990
H 9.4350 48.3590 45.5560
H 10.7540 53.1480 48.8500
H 10.2720 51.5880 49.5050
H 8.8800 52.6860 48.7030
C 9.2180 39.8770 44.5310
O 8.5620 41.1480 44.2380
C 7.3090 41.3300 44.7410
O 6.6060 40.5940 45.2730
O 6.9580 42.6260 44.4720
C 5.8710 43.1780 45.2440
H 9.7110 40.1360 45.5050
H 9.9080 39.5290 43.8990
H 8.5310 39.1370 44.7980
H 5.3030 42.6070 46.0850
H 5.0630 43.4940 44.5490
H 6.1790 44.2460 45.6610
C 15.5130 49.6480 39.1940
O 14.2440 49.5830 38.8500
C 13.4400 48.9490 39.6880
O 13.8080 48.1680 40.6380
O 12.1040 48.9170 39.2750
C 11.1130 48.2500 40.0640
H 15.7930 50.0560 40.3110
H 16.1200 50.0690 38.3000
H 16.0870 48.6790 39.2000
H 11.1720 48.7480 40.9350
H 11.3020 47.1720 40.1590
H 10.1470 48.3410 39.8860
*
```